An isolated molecule of C23H21N5O3S. Source: OMol25; level of theory: ωB97M-V/def2-TZVPD.

Geometry as XYZ:
```
53
Properties=species:S:1:pos:R:3:forces:R:3:nbo_charge:R:1
C -3.57552 -2.23672 0.61203 0.3 -0.3 0.0 -0.642
C -2.82311 -3.55769 0.47258 -0.4 0.0 0.0 -0.056
O -1.50753 -3.44618 -0.03433 0.0 0.1 -0.2 -0.544
C -0.48464 -3.16063 0.88660 0.2 0.1 0.2 -0.053
C -0.21805 -1.66667 1.11028 -0.2 -0.2 -0.3 -0.438
C 0.01330 -0.96331 -0.22607 -0.2 -0.7 0.0 -0.233
N 0.29519 0.44780 -0.03798 0.2 0.1 0.0 -0.358
C -0.77782 1.28505 0.20860 -0.9 0.3 0.0 0.500
N -1.94789 0.77288 0.18024 0.9 -0.4 -0.3 -0.576
C -3.11945 1.20457 0.72554 0.1 0.0 0.4 0.649
O -3.25583 1.37821 1.92325 -0.2 0.1 0.0 -0.586
C -4.22453 1.25933 -0.22997 -0.6 0.2 -0.1 -0.335
C -4.20293 1.09396 -1.58990 0.2 0.0 0.4 -0.196
C -5.47129 1.25030 -2.17387 -0.2 0.0 -0.1 -0.273
C -6.43254 1.53421 -1.25084 0.1 0.0 0.4 -0.397
S -5.81323 1.61753 0.34374 0.3 -0.1 -0.5 0.510
C -0.48833 2.69775 0.38859 1.0 -0.2 0.1 -0.264
C -1.57584 3.58820 0.50545 -0.3 0.4 0.0 0.268
N -2.44895 4.33048 0.54469 -0.3 0.2 0.0 -0.277
C 0.79759 3.15082 0.39232 -0.4 -0.2 0.0 -0.028
C 1.86150 2.24308 0.20094 0.0 -0.3 0.0 -0.280
C 3.21969 2.69748 0.21810 -0.3 0.2 0.0 0.652
O 3.60696 3.83304 0.38728 0.0 0.0 0.0 -0.592
N 4.18672 1.65095 0.00612 -0.1 -0.4 -0.1 -0.383
C 5.50157 2.00179 0.01880 0.8 0.2 0.0 0.048
C 6.47667 1.07973 -0.16992 -0.2 0.3 0.1 -0.265
C 6.11934 -0.26774 -0.38257 -0.5 0.0 0.0 -0.133
C 4.80647 -0.64196 -0.39981 0.5 0.0 0.0 -0.032
C 4.36001 -2.04770 -0.61906 0.0 0.0 0.0 -0.627
C 3.79573 0.34828 -0.19958 0.0 0.2 0.0 0.438
N 2.53833 -0.02715 -0.21611 -0.3 -0.3 0.0 -0.558
C 1.57721 0.88272 -0.01954 0.8 0.6 0.0 0.475
H -4.62500 -2.44122 0.80802 -0.1 0.0 0.0 0.216
H -3.19025 -1.63293 1.42815 0.0 0.1 0.1 0.210
H -3.49819 -1.66378 -0.30802 0.0 0.1 -0.1 0.217
H -2.80787 -4.08592 1.43693 0.0 0.0 -0.1 0.158
H -3.34026 -4.18801 -0.25803 0.0 0.0 0.2 0.182
H -0.69285 -3.64148 1.85288 0.0 0.0 -0.1 0.171
H 0.41562 -3.61726 0.45888 0.0 0.0 0.1 0.177
H 0.66786 -1.56489 1.74052 0.0 0.0 0.0 0.208
H -1.06023 -1.19851 1.61837 0.0 0.0 0.1 0.224
H -0.88948 -1.05153 -0.83238 0.2 0.0 0.0 0.245
H 0.86345 -1.40587 -0.74430 -0.2 0.1 0.0 0.235
H -3.30614 0.86864 -2.13933 0.2 0.0 0.0 0.228
H -5.66229 1.15856 -3.22830 -0.1 0.0 -0.2 0.223
H -7.47766 1.70184 -1.42179 -0.2 0.0 -0.1 0.234
H 1.02952 4.19584 0.53574 0.0 0.1 0.0 0.253
H 5.68102 3.05339 0.18903 0.0 -0.1 0.0 0.258
H 7.51176 1.37629 -0.15616 0.1 0.1 0.0 0.235
H 6.89355 -1.00476 -0.53178 0.0 -0.1 0.0 0.223
H 3.75003 -2.10574 -1.51842 -0.1 -0.1 -0.1 0.235
H 3.73671 -2.37124 0.21175 -0.1 -0.1 0.0 0.235
H 5.21192 -2.71381 -0.71738 0.1 0.0 0.0 0.218
```
Positions in Å, forces in eV/Å.

Properties
electronic energy: -1786.77305 Ha
multiplicity: 1
orbital gap: 7.51 eV
relative energy (zero: lowest compared OMol25 entry of this formula, charge and spin): 1.9 kJ/mol

=====

A 2-piece molecular cluster, C5H13NO overall. Source: OMol25; level of theory: ωB97M-V/def2-TZVPD.

Geometry as XYZ:
```
20
Properties=species:S:1:pos:R:3:forces:R:3:nbo_charge:R:1
C -1.56452 -0.60087 -0.80514 -0.5 -1.0 -0.7 -0.420
N -0.19188 -1.03235 -0.55452 -0.1 1.7 0.5 -0.423
C -0.04982 -1.30632 0.90840 -2.4 -0.5 0.2 -0.243
C 1.34291 -0.95058 1.34476 0.9 -0.1 0.8 -0.427
C 1.98663 -0.54591 -0.00847 -0.7 0.5 0.7 -0.402
C 0.78327 0.05775 -0.77935 1.4 -1.7 0.2 -0.237
H -2.15188 -1.53097 -0.85704 -0.3 0.4 0.5 0.203
H -1.80108 -0.10737 -1.76479 0.9 -0.1 0.2 0.209
H -1.91001 0.06895 -0.01209 -0.3 0.0 0.1 0.150
H -0.83529 -0.73776 1.42381 0.3 0.8 0.2 0.165
H -0.47040 -2.29099 1.19872 1.0 -0.2 -0.6 0.202
H 1.82869 -1.78670 1.90946 -0.1 0.5 -0.9 0.215
H 1.38205 -0.12048 2.08440 -0.3 -0.3 -0.7 0.206
H 2.24396 -1.49141 -0.50274 0.6 0.6 -0.1 0.215
H 2.74880 0.22897 0.12294 0.4 -0.7 -0.2 0.213
H 0.56804 1.07040 -0.39945 -0.5 -0.3 0.0 0.169
H 1.06934 0.08952 -1.83013 -0.4 0.3 -0.1 0.206
O -1.53784 3.43943 -0.18991 -0.7 -0.6 0.5 -0.924
H -1.58495 2.51710 0.10291 0.6 0.0 -0.3 0.461
H -2.40830 3.71177 0.13159 0.1 0.6 -0.2 0.463
```
Positions in Å, forces in eV/Å.

Properties
electronic energy: -328.25922 Ha
multiplicity: 1
orbital gap: 9.69 eV
relative energy (zero: lowest compared OMol25 entry of this formula, charge and spin): 156.6 kJ/mol

=====

An isolated molecule of C3H7NO2. Source: OMol25; level of theory: ωB97M-V/def2-TZVPD.

Geometry as XYZ:
```
13
Properties=species:S:1:pos:R:3:forces:R:3:nbo_charge:R:1
C 1.88146 0.32704 0.12996 -0.1 0.0 0.1 -0.645
C 0.37401 0.39438 0.19000 -0.3 0.4 -0.3 0.095
C -0.53802 -0.79306 0.27664 -1.0 -0.5 -1.0 -0.129
O -1.49256 -0.82120 -0.97353 0.9 -0.7 0.9 -0.731
N -0.19869 1.54907 0.12592 0.5 -0.7 -0.4 -0.053
O -1.53737 1.44813 -0.08481 -0.9 -1.0 -0.9 -0.596
H 2.28559 1.29484 0.44149 -0.1 -0.1 0.0 0.242
H 2.31499 -0.45030 0.76767 -0.2 0.1 0.0 0.211
H 2.23378 0.14652 -0.89650 -0.2 0.0 0.2 0.225
H -1.23783 -0.64245 1.10611 0.3 -0.1 0.0 0.211
H -0.01384 -1.74789 0.32974 -0.2 0.1 -0.1 0.206
H -2.36120 -1.20883 -0.74261 0.8 0.0 0.1 0.491
H -1.71033 0.50376 -0.67009 0.4 2.5 1.4 0.472
```
Positions in Å, forces in eV/Å.

Properties
electronic energy: -323.63926 Ha
multiplicity: 1
orbital gap: 9.41 eV
relative energy (zero: lowest compared OMol25 entry of this formula, charge and spin): 372.0 kJ/mol

=====

An isolated molecule of C6H6N4. Source: OMol25; level of theory: ωB97M-V/def2-TZVPD.

Geometry as XYZ:
```
16
Properties=species:S:1:pos:R:3:forces:R:3:nbo_charge:R:1
C 2.17297 -0.77744 2.42132 0.0 -0.1 -0.1 -0.445
C 1.45426 -0.70108 1.29899 0.4 -0.2 0.2 -0.191
C 0.45165 0.28917 1.06117 -2.8 0.1 -3.9 -0.505
C -0.31398 0.26453 -0.15254 -0.8 0.1 -1.4 0.555
N -0.96466 0.25298 -1.21253 0.8 -0.1 1.2 -0.457
C -1.76501 0.24074 -2.49612 2.2 0.2 3.4 0.272
C -2.99275 0.87720 -2.72206 0.5 -0.3 -0.1 -0.114
N -3.29512 0.65717 -3.98898 -0.5 0.2 -0.3 -0.207
N -2.30180 -0.06028 -4.45802 0.0 0.0 0.3 -0.147
N -1.33786 -0.34189 -3.60143 0.3 0.0 0.4 -0.243
H 2.91350 -1.54381 2.56353 0.1 -0.2 0.0 0.198
H 2.04243 -0.07505 3.23079 -0.1 0.1 0.1 0.186
H 1.61256 -1.41607 0.50047 0.1 -0.1 0.0 0.204
H 0.15393 1.01591 1.79577 -0.1 0.2 0.0 0.246
H -3.61505 1.43727 -2.06021 -0.2 0.2 0.1 0.233
H -2.26253 -0.37318 -5.41564 0.0 0.0 0.1 0.414
```
Positions in Å, forces in eV/Å.

Properties
electronic energy: -451.11756 Ha
multiplicity: 1
orbital gap: 8.15 eV
relative energy (zero: lowest compared OMol25 entry of this formula, charge and spin): 407.8 kJ/mol

=====

Cl2H2LiO as an isolated structure. Source: OMol25; level of theory: ωB97M-V/def2-TZVPD.

Geometry as XYZ:
```
6
Properties=species:S:1:pos:R:3:forces:R:3:nbo_charge:R:1
Li 10.80895 11.51482 -9.72503 -5.0 5.7 -2.1 0.746
Cl 11.72038 12.70564 -10.34642 5.5 8.4 -4.1 -0.881
Cl 9.19614 11.25165 -9.52531 -9.5 -1.5 1.0 -0.880
O 11.57125 10.56222 -9.33274 9.1 -12.2 5.2 -0.959
H 12.34913 10.26294 -8.86205 0.4 0.2 -0.2 0.481
H 11.06104 9.76649 -9.48355 -0.6 -0.6 0.2 0.494
```
Positions in Å, forces in eV/Å.

Properties
total charge: -1
electronic energy: -1004.30330 Ha
multiplicity: 1
orbital gap: 7.14 eV
relative energy (zero: lowest compared OMol25 entry of this formula, charge and spin): 650.2 kJ/mol

=====

The highest relative energy (zero: lowest compared OMol25 entry of this formula, charge and spin) belongs to which entry?
Cl2H2LiO

=====

Among the records above, which one has the highest electronic energy?
C3H7NO2